Record 1
The following is a quantum chemistry calculation of a structure of composition C11H12Br4N8O4SSn, from the Open Molecules 2025 dataset.

Properties
Total charge: +2

Structure (XYZ):
```
41
C11H12Br4N8O4SSn the ωB97M-V functional and the def2-TZVPD basis
Sn -0.31 0.80 -0.85
Br -6.99 -2.44 -0.50
C -5.51 -1.36 -0.23
C -5.56 -0.38 0.91
Br -7.07 -0.36 1.97
C -4.53 0.46 1.17
Br -4.51 1.71 2.56
C -3.36 0.43 0.32
O -2.41 1.18 0.42
C -3.28 -0.61 -0.80
O -2.24 -0.65 -1.43
C -4.43 -1.47 -1.04
Br -4.28 -2.66 -2.47
N 1.49 -0.58 -3.20
N 1.87 -1.85 -2.76
C 1.42 -2.32 -1.59
N 1.77 -3.54 -1.21
N 0.64 -1.46 -0.90
N 0.10 -1.82 0.28
O 0.23 -2.87 0.82
O -0.57 -0.88 0.78
H 0.93 -0.66 -4.05
H 2.33 -0.03 -3.40
H 2.43 -2.45 -3.36
H 2.36 -4.12 -1.80
H 1.41 -3.91 -0.34
C 4.72 2.41 0.08
C 4.15 1.35 1.02
C 2.72 1.63 1.36
N 1.72 1.34 0.60
N 0.51 1.76 1.11
C 0.61 2.37 2.27
N -0.43 2.84 2.95
S 2.25 2.46 2.81
H 5.76 2.19 -0.14
H 4.68 3.40 0.53
H 4.16 2.44 -0.85
H 4.73 1.31 1.94
H 4.19 0.36 0.57
H -1.36 2.71 2.58
H -0.32 3.29 3.84
```

***

Record 2
The following is a quantum chemistry calculation of a structure of composition C11H12BrNO at a distorted geometry, from the Open Molecules 2025 dataset.

Properties
Total charge: 0

Structure (XYZ):
```
26
C11H12BrNO the ωB97M-V functional and the def2-TZVPD basis
C 1.59 3.16 0.25
C 2.50 2.24 -0.29
C 0.28 2.83 0.30
C 2.13 1.05 -0.84
C -0.14 1.69 -0.31
C 0.75 0.76 -0.88
C -2.06 0.44 -0.69
C -1.40 -0.88 -0.87
C -0.24 -3.01 0.07
C -0.53 -1.21 1.66
C -1.14 -1.85 0.32
N -1.51 1.55 -0.39
O 0.35 -0.41 -1.42
Br -2.06 -1.68 -2.53
H 2.05 4.12 0.77
H 3.58 2.51 -0.26
H -0.59 3.41 0.69
H 2.81 0.32 -1.21
H -3.06 0.41 -0.70
H -0.58 -3.80 0.69
H 0.77 -2.79 0.36
H -0.23 -3.33 -0.96
H 0.07 -1.95 2.13
H -1.37 -0.77 2.33
H 0.16 -0.43 1.35
H -2.12 -2.39 0.44
```

***

Record 3
The following is a quantum chemistry calculation of the ion C11H12ClN2 with charge +1 at a distorted geometry, from the Open Molecules 2025 dataset.

Properties
Total charge: +1

Structure (XYZ):
```
26
C11H12ClN2 the ωB97M-V functional and the def2-TZVPD basis
C -2.45 1.49 -0.32
C -3.81 1.31 -0.25
C -2.23 -0.76 0.42
C -1.57 0.44 0.02
C -4.29 0.05 0.17
C 2.07 0.46 1.04
C 3.26 -0.45 0.64
C -0.19 0.61 -0.13
C 0.80 -0.19 0.53
C 2.59 -1.41 -0.26
C 1.14 -1.21 -0.57
N -3.50 -0.92 0.53
N 2.11 -0.64 -1.49
Cl -5.87 -0.44 -0.03
H -2.05 2.44 -0.71
H -4.46 2.12 -0.58
H -1.54 -1.54 0.65
H 1.78 0.75 2.07
H 2.36 1.47 0.73
H 4.10 0.08 0.25
H 3.52 -1.12 1.53
H 0.21 1.39 -0.87
H 0.31 -0.78 1.34
H 3.13 -2.28 -0.75
H 2.36 0.36 -1.69
H 2.24 -1.23 -2.29
```

***

Record 4
The following is a quantum chemistry calculation of a cluster of 3 separate species, C11H12F19O3P in total at a distorted geometry, from the Open Molecules 2025 dataset.

Properties
Total charge: 0
SMILES: FC(F)C(F)(F)COC(F)(F)C(F)F.FC(F)C(F)(F)COC(F)(F)C(F)F.O[PH3]C(F)(F)F

Structure (XYZ):
```
46
C11H12F19O3P the ωB97M-V functional and the def2-TZVPD basis
F -4.70 3.06 0.28
C -3.93 1.98 0.52
F -4.31 1.03 -0.37
C -4.10 1.46 1.94
F -5.35 1.00 2.14
F -3.27 0.38 2.06
C -3.73 2.42 3.09
O -4.78 3.14 3.71
C -5.23 4.31 3.16
F -4.39 4.73 2.19
F -5.19 5.24 4.13
C -6.67 4.20 2.67
F -6.81 3.21 1.78
F -7.04 5.36 2.07
H -2.89 2.24 0.31
H -3.34 1.78 3.88
H -2.90 3.07 2.82
H -7.34 4.01 3.52
F 3.29 -5.08 -0.22
C 4.02 -5.89 -1.02
F 4.82 -6.63 -0.21
C 4.89 -5.11 -2.00
F 5.82 -4.39 -1.35
F 5.56 -6.03 -2.75
C 4.15 -4.19 -3.00
O 4.06 -2.81 -2.69
C 3.05 -2.37 -1.86
F 2.13 -3.33 -1.68
F 2.42 -1.37 -2.53
C 3.60 -1.82 -0.54
F 4.33 -2.74 0.11
F 2.58 -1.46 0.30
H 3.35 -6.57 -1.55
H 4.76 -4.21 -3.90
H 3.19 -4.60 -3.30
H 4.23 -0.94 -0.71
O 3.80 1.27 -0.89
P 2.09 1.44 -1.05
C 0.20 1.84 -1.22
F -0.59 0.77 -1.22
F -0.18 2.64 -0.20
F 0.01 2.55 -2.30
H 4.19 2.14 -0.99
H 2.25 1.93 -2.36
H 1.87 0.09 -0.87
H 2.09 2.26 0.10
```

***

| no. | frontier orbital gap (eV) |
| --- | --- |
| 1 | 6.39 |
| 2 | 7.93 |
| 3 | 5.58 |
| 4 | 11.04 |